one | {"formula": "C5H17NO2", "method": "the ωB97M-V functional and the def2-TZVPD basis", "species": ["C", "C", "C", "N", "C", "C", "H", "H", "H", "H", "H", "H", "H", "H", "H", "H", "H", "H", "H", "H", "H", "O", "H", "H", "O"], "positions_angstrom": [[-0.109, -0.535, -1.934], [-1.557, -0.265, -1.645], [0.859, 0.523, -1.448], [0.971, 0.530, 0.014], [0.687, 1.764, 0.692], [-0.754, 1.974, 1.207], [0.068, -0.792, -2.966], [0.302, -1.436, -1.451], [-2.299, -0.914, -2.111], [-1.812, -0.392, -0.592], [-1.822, 0.760, -1.901], [1.836, 0.390, -1.915], [0.538, 1.534, -1.733], [0.429, -0.268, 0.319], [0.968, 2.590, 0.072], [1.297, 1.945, 1.571], [-0.955, 3.038, 1.267], [-0.818, 1.622, 2.240], [-1.572, 1.457, 0.714], [2.014, -1.753, 2.517], [1.582, -1.233, 1.172], [1.883, -2.052, 1.605], [0.206, -2.596, 1.435], [-1.173, -3.379, 1.481], [-0.768, -2.513, 1.390]], "homo_energy_ev": -8.79, "lumo_ev": 0.84, "homo_lumo_gap_ev": 9.625, "smiles": "CCCNCC.O.O"}

two | {"formula": "C5H17NO2", "method": "the ωB97M-V functional and the def2-TZVPD basis", "species": ["C", "C", "C", "C", "C", "N", "H", "H", "H", "H", "H", "H", "H", "H", "H", "H", "H", "H", "H", "H", "H", "O", "H", "H", "O"], "positions_angstrom": [[0.534, -1.337, 0.599], [-0.189, -0.006, 0.395], [-0.272, 0.537, -1.046], [0.367, 1.008, 1.384], [-0.393, 2.326, 1.437], [0.219, -2.335, -0.428], [1.605, -1.140, 0.564], [0.240, -1.708, 1.579], [-1.232, -0.168, 0.677], [-1.078, 1.257, -1.090], [0.681, 0.970, -1.360], [-0.450, -0.259, -1.759], [1.422, 1.249, 1.234], [0.365, 0.563, 2.392], [0.165, 3.108, 1.955], [-0.577, 2.772, 0.459], [-1.350, 2.266, 1.941], [-0.616, -2.082, -0.933], [0.061, -3.249, -0.020], [-4.036, -0.321, -1.462], [-2.803, -1.207, -1.679], [-3.355, -0.815, -0.998], [2.582, -0.022, -0.863], [3.717, 0.679, -1.609], [3.192, 0.722, -0.800]], "homo_energy_ev": -9.24, "lumo_ev": 0.68, "homo_lumo_gap_ev": 9.918, "smiles": "CC[C@@H](C)CN.O.O"}

It is two that is the most stable of them.

one | {"formula": "C4H7FS", "method": "the ωB97M-V functional and the def2-TZVPD basis", "species": ["C", "C", "C", "C", "H", "H", "H", "H", "H", "H", "H", "F", "S"], "positions_angstrom": [[-0.715, -0.301, 0.499], [0.150, -1.048, -0.547], [1.317, -0.082, -0.126], [0.300, 0.840, 0.447], [-2.118, 1.397, -0.398], [-0.782, -0.853, 1.465], [-0.281, -0.973, -1.521], [0.352, -2.102, -0.306], [1.852, 0.310, -0.992], [2.004, -0.444, 0.623], [0.498, 1.384, 1.424], [-0.153, 1.775, -0.456], [-2.422, 0.095, -0.112]], "homo_energy_ev": -8.90, "lumo_ev": 0.98, "homo_lumo_gap_ev": 9.888, "smiles": "F[C@@H]1CC[C@@H]1S"}

two | {"formula": "C4H7FS", "method": "the ωB97M-V functional and the def2-TZVPD basis", "species": ["C", "C", "C", "C", "H", "H", "H", "H", "H", "H", "H", "F", "S"], "positions_angstrom": [[0.119, 1.375, 0.418], [0.969, 0.252, -0.259], [0.095, -0.900, 0.113], [-1.252, -1.029, -0.402], [-0.027, 1.191, 1.539], [-0.836, 1.710, -0.114], [0.598, 2.428, 0.096], [1.015, 0.281, -1.206], [1.988, -0.116, 0.309], [0.005, -0.570, 1.218], [-2.131, -0.457, -0.058], [0.732, -1.985, -0.194], [-1.274, -2.179, -1.459]], "homo_energy_ev": -8.42, "lumo_ev": -0.11, "homo_lumo_gap_ev": 8.310, "smiles": "CC[C@H](F)C=S"}

three | {"formula": "C4H7FS", "method": "the ωB97M-V functional and the def2-TZVPD basis", "species": ["C", "C", "C", "C", "H", "H", "H", "H", "H", "H", "H", "F", "S"], "positions_angstrom": [[0.606, -1.518, -1.231], [-0.046, -1.329, 0.147], [-0.441, 1.322, 0.544], [-0.410, 2.569, 0.996], [0.054, -2.253, -1.807], [0.639, -0.592, -1.834], [-1.064, -1.183, 0.255], [0.267, -2.231, 0.751], [-1.351, 1.093, -0.091], [0.395, 2.813, 1.700], [-1.245, 3.222, 0.591], [1.893, -2.000, -1.050], [0.704, 0.087, 1.028]], "homo_energy_ev": -8.40, "lumo_ev": 1.04, "homo_lumo_gap_ev": 9.437, "smiles": "C=CSCCF"}

It is one that is the most stable of them.